# 1
Below is an isolated molecule of C22H23N3O7S, with properties calculated with ωB97M-V/def2-TZVPD.

As for the multiplicity: 1. Its SMILES is COc1ccc(N(CC(=O)Nc2ccc3c(c2)OCCO3)S(=O)(=O)c2c(C)noc2C)cc1. The HOMO-LUMO gap is 8.6 eV.

Structure (XYZ):
```
56
Properties=species:S:1:pos:R:3:forces:R:3:lowdin_charge:R:1
C 0.403714 -0.088020 -2.724474 0.178 0.017 -0.053 0.03
H -4.515245 -2.357450 -1.679450 -0.009 -0.099 -0.096 0.12
H 0.615164 -1.065913 -2.293513 0.010 -0.061 0.023 0.08
O -6.621882 -1.962429 -0.360541 0.338 -0.011 -0.153 -0.08
C 0.902505 0.981463 -1.834288 -0.376 0.201 0.268 -0.28
O 5.553352 -2.064709 -0.807361 -0.244 -0.240 0.069 -0.03
O -1.845710 3.095493 -0.063870 0.155 -0.049 0.168 -0.26
C -4.089971 0.298744 1.063268 0.316 0.000 -0.146 -0.01
C 1.283957 2.650351 -0.433853 -0.059 -0.310 -0.273 -0.31
H 2.982268 0.662552 1.763230 -0.007 0.056 0.062 0.12
H 1.239013 3.328006 1.556038 -0.048 0.077 -0.005 0.07
O 2.202871 1.281901 -1.825288 -0.781 -0.705 -0.513 0.03
N 2.426100 2.309859 -0.963858 0.380 1.040 0.777 0.13
N 0.603008 -0.463988 1.123643 -0.201 -0.407 0.076 0.14
H 0.911581 -0.029954 -3.684600 -0.009 -0.025 -0.080 0.10
H -3.988400 1.062066 1.819771 0.008 0.094 0.081 0.12
H -7.618089 -1.870957 1.459492 0.002 0.021 -0.042 0.10
H 1.096911 -2.550428 -0.353408 -0.108 -0.074 -0.035 0.11
C -3.004843 -0.039450 0.269964 -0.627 -0.329 -0.071 -0.29
H -1.779866 0.282757 2.479052 0.019 0.038 -0.136 0.15
C -4.378231 -1.615247 -0.909589 -0.134 -0.025 0.022 0.02
H 7.498812 -1.565496 -0.953278 -0.047 0.100 0.034 0.13
H -8.061415 -0.607786 0.274937 0.022 -0.033 0.012 0.10
H -6.136270 -0.040809 1.524811 -0.091 -0.010 0.040 0.11
H 0.174254 4.209196 0.453015 0.073 0.108 0.018 0.07
C 3.030371 -0.189047 1.107517 0.128 0.026 0.010 0.07
C 1.151048 3.742907 0.551374 0.176 0.166 0.220 0.00
H -8.557352 -2.296817 0.008199 0.027 0.071 0.066 0.09
C 3.212535 -2.382278 -0.585796 0.188 0.175 0.073 0.01
H 1.946158 4.468059 0.406828 0.019 0.092 -0.022 0.09
H 3.306238 -3.230982 -1.243849 0.012 -0.110 -0.093 0.12
C -1.261937 0.902038 1.741707 0.334 0.298 0.352 -0.09
C 0.241425 0.626307 1.840902 -0.241 -0.247 0.038 -0.46
C -5.470118 -1.289545 -0.101475 0.142 0.052 -0.002 -0.27
H -2.322974 -1.246985 -1.356766 0.108 -0.042 -0.074 0.11
C 1.884627 -0.873341 0.732256 0.382 -0.012 0.062 -0.22
H -0.160456 -0.936830 0.654391 0.183 0.221 0.017 0.14
C 1.984815 -1.991929 -0.093650 0.001 0.050 0.065 -0.05
O 5.370020 0.097246 1.046413 -0.357 0.150 -0.014 -0.01
O -2.141863 1.489163 -1.907487 -0.042 -0.190 0.121 -0.26
S -1.492808 1.853287 -0.685030 0.581 -0.055 -0.391 0.72
H 6.764406 -1.370872 1.436318 -0.003 0.113 -0.051 0.14
C 6.557958 -1.081175 -0.688759 0.222 0.405 0.291 -0.15
H 7.371234 0.212170 0.862752 -0.029 -0.098 -0.024 0.13
H 6.355684 -0.254278 -1.382802 0.042 -0.089 0.032 0.14
H -1.434317 1.957683 1.980560 0.079 -0.196 0.150 0.13
N -1.731642 0.573583 0.410493 -0.038 0.661 -0.615 -0.19
C 4.269096 -0.592621 0.628169 -0.110 -0.306 -0.129 -0.19
C 6.590218 -0.539257 0.739229 0.333 -0.361 -0.337 -0.15
C -5.313149 -0.326339 0.889399 -0.341 -0.158 -0.012 -0.01
H -0.667167 0.040912 -2.858300 0.049 -0.070 -0.074 0.07
C -3.160472 -1.000271 -0.724191 -0.252 -0.046 0.172 -0.01
C -7.768301 -1.655102 0.396762 -0.195 0.045 0.133 -0.09
O 0.980897 1.318207 2.504837 0.113 0.109 0.211 0.07
C 0.251447 1.812500 -0.957246 -0.247 -0.183 -0.251 -0.16
C 4.360795 -1.676162 -0.252596 -0.028 0.153 0.030 -0.20
```
Forces are in eV/Å.

# 2
Below is a structure of composition C22H23N5OS, with properties calculated with ωB97M-V/def2-TZVPD.

As for the multiplicity: 1. The HOMO-LUMO gap is 8.3 eV.

Structure (XYZ):
```
52
Properties=species:S:1:pos:R:3:forces:R:3:lowdin_charge:R:1
C -4.277144 -2.833916 0.601221 -4.204 0.265 -1.792 -0.36
C 0.587151 0.608226 -0.421284 3.139 10.259 9.683 -0.30
C 3.796116 0.240211 0.970032 7.375 -1.990 3.042 -0.34
H -5.491219 -3.094093 0.471108 3.741 0.433 0.309 0.13
C 1.822969 0.710320 0.473483 1.695 0.857 -0.267 -0.13
C -3.733104 -2.444759 1.778397 3.494 0.877 -4.067 -0.16
C -1.987639 1.904484 -1.945788 4.028 1.180 -1.429 -0.13
N 2.864798 -0.217453 0.240165 -5.794 9.589 4.492 -0.06
H 4.896419 -1.452042 1.954931 0.084 -1.175 0.737 0.07
C -3.717144 1.548032 -0.934437 -4.668 -1.472 8.179 -0.21
C 5.146902 -0.546341 -1.465215 -8.920 5.590 9.645 -0.14
H -2.115312 1.804533 1.945176 0.957 -0.130 2.371 0.08
H -5.900633 0.988414 -1.067590 -2.595 -0.383 -2.414 0.04
H -4.386573 1.136862 3.139555 0.354 -0.621 -4.525 0.20
H -1.465886 2.177531 -2.705356 3.286 0.772 -5.540 0.10
C -2.633581 1.891709 0.066731 -4.068 -2.397 -0.578 -0.05
C -4.199838 1.081820 1.795126 2.539 1.666 6.626 -0.18
H 3.213886 -0.295748 -2.384917 -3.043 4.695 -4.917 0.04
H 1.850058 -1.327826 -1.251635 0.781 0.425 2.461 0.16
H -1.920005 -1.342631 2.301390 1.934 1.073 1.772 0.07
N 2.207064 1.547091 1.457798 -2.170 0.120 -3.984 0.09
C -5.025660 1.034765 -0.581184 5.024 2.110 6.630 0.06
S -3.423754 -2.200592 -0.903555 -1.922 -1.766 1.970 1.04
C 3.715737 -0.935918 -1.906003 5.522 -4.695 7.283 -0.09
C 5.757880 -0.933857 -0.075283 -2.108 -6.740 -2.277 -0.23
C -2.329828 -1.562084 0.147163 5.867 1.321 3.227 -0.53
C 5.153814 -0.703144 1.271505 -0.099 9.223 -1.427 -0.07
C -2.954292 1.517028 1.402620 1.337 1.726 -2.942 -0.08
H 3.129755 -2.118608 0.108163 -0.969 1.687 -2.896 0.21
H -3.662317 1.395491 -2.836244 -2.558 -1.001 -5.060 0.13
C -5.169471 0.983580 0.922778 -4.584 -1.736 -5.153 -0.13
C 2.800563 -1.098846 -0.620056 0.876 -12.820 -7.483 -0.20
H -0.594739 -0.004548 1.229265 1.121 1.044 -0.785 0.16
H 0.397375 2.717865 -0.819616 1.312 0.669 -0.002 0.11
N 3.507993 1.335821 1.565411 1.475 -0.034 3.428 0.04
O -0.745839 -1.237835 -1.529012 2.678 -2.099 -10.657 0.13
N -0.138120 -0.126060 0.316406 -8.618 -11.253 2.813 0.09
C -1.482760 2.168811 -0.782349 -1.423 -2.372 5.487 -0.16
H -0.225088 2.490571 0.822217 1.097 -1.772 -1.679 0.17
H 5.909532 0.230382 1.679985 -2.298 -2.901 -0.013 0.18
H -4.228412 -2.454694 2.654615 -1.385 -0.467 2.921 0.06
C -2.409911 -1.784487 1.529117 -5.103 -1.535 -3.642 -0.07
H 5.567919 -2.137142 -0.079360 1.195 1.915 -0.553 0.14
H 4.033516 -1.872003 -2.229421 -1.406 -2.072 -1.719 0.10
H -6.188254 0.688331 1.287216 0.953 0.413 -0.418 0.11
C -0.911174 -1.028662 -0.447836 -5.040 1.967 10.208 -0.48
N -3.199154 1.577159 -2.070438 -0.135 0.389 -1.013 0.14
C -0.117827 1.980153 -0.235440 0.218 4.622 -0.296 -0.07
H 4.905184 0.689726 -1.237369 0.879 -2.463 -0.425 0.18
H 5.806536 -0.372297 -2.060953 7.583 0.825 -7.577 -0.01
H 6.794338 -0.816123 -0.218963 1.278 0.320 0.535 0.08
H 0.769174 0.492805 -1.322247 1.287 -2.138 -8.294 0.08
```
Forces are in eV/Å.

# 3
Below is an isolated molecule of C22H23N5OS, with properties calculated with ωB97M-V/def2-TZVPD.

As for the multiplicity: 1. Its SMILES is Oc1c([C@@H](c2ccccc2)N2CCN(Cc3ccccc3)CC2)sc2ncnn12. The HOMO-LUMO gap is 8.7 eV.

Structure (XYZ):
```
52
Properties=species:S:1:pos:R:3:forces:R:3:lowdin_charge:R:1
H -0.995476 -0.900478 0.232088 0.171 -0.046 -0.009 0.16
S 1.136535 -1.802380 -2.712482 0.097 0.119 0.090 1.13
C 0.638652 -2.265772 0.550192 -0.059 0.010 0.208 -0.21
H 2.237954 -5.295569 2.321810 0.038 -0.062 0.045 0.10
O -2.620468 -1.862683 -1.612746 0.059 -0.074 -0.173 0.12
H 2.225262 1.953377 -1.462198 -0.086 -0.002 -0.120 0.12
H -1.187130 -2.889105 1.473262 -0.115 0.039 0.016 0.12
C 1.327290 2.321757 -0.952429 -0.157 -0.122 -0.102 -0.15
H -2.194351 2.277397 4.017950 -0.021 -0.026 0.075 0.10
H 0.121431 0.848725 -1.949178 -0.022 0.039 0.031 0.11
H 1.530774 4.171830 1.846846 -0.068 0.068 -0.052 0.12
H 3.058808 1.264098 0.773420 0.007 -0.081 0.121 0.12
N -2.055523 -2.777425 -4.418901 -1.093 -0.110 0.065 0.10
H 1.506235 -0.313665 1.783012 -0.023 0.078 0.024 0.12
C -1.396277 -1.911859 -2.169256 0.334 0.369 0.697 -0.32
N 0.072033 -2.781903 -5.166097 0.779 0.122 0.059 0.09
C 1.991451 -2.537829 0.387493 -0.056 -0.033 0.071 -0.06
H 2.308272 2.009381 2.198796 0.051 0.002 0.023 0.12
H 0.093614 2.891455 3.364763 0.097 -0.010 0.066 0.11
C -2.005253 2.668833 3.028754 -0.006 -0.058 0.103 -0.08
N -1.230830 -2.344910 -3.458384 1.064 -0.173 -0.793 -0.08
C -0.716679 3.012487 2.658962 -0.018 0.119 -0.063 -0.06
H 2.584661 -1.885788 -0.235405 0.125 0.076 -0.007 0.10
C -2.800846 3.345543 0.874632 -0.076 -0.001 -0.089 -0.08
H -1.324412 4.097096 -0.475590 0.034 0.045 -0.103 0.11
C -0.450821 3.513416 1.389803 -0.037 0.125 0.051 -0.22
C 1.790675 -4.446882 1.825803 -0.001 -0.093 0.070 -0.09
C 0.964474 3.841353 0.970030 0.118 -0.020 -0.051 -0.14
H -3.613349 3.483589 0.175873 -0.065 0.014 -0.047 0.10
C -1.511102 3.688120 0.507929 0.049 0.064 0.108 -0.06
H -1.569127 -3.394261 -6.360028 -0.175 -0.094 -0.204 0.10
C 0.441693 -4.182061 1.986080 -0.020 -0.097 0.046 -0.08
C 0.006302 -1.109316 -0.195110 -0.083 -0.127 -0.063 -0.29
C -3.050222 2.828490 2.134570 -0.082 -0.046 0.016 -0.09
H 0.160911 0.846620 1.677773 0.096 -0.113 -0.050 0.12
H -0.166195 -4.822998 2.607623 -0.042 -0.055 0.055 0.10
C 2.121884 1.660423 1.182002 -0.086 -0.176 0.097 -0.15
C 1.100644 0.516970 1.202083 0.229 0.109 0.238 -0.15
N 1.741758 2.781531 0.353043 0.038 0.112 0.030 -0.16
H 0.926114 3.162059 -1.521095 0.027 0.021 -0.045 0.12
H -4.055955 2.558540 2.421147 -0.077 -0.012 0.025 0.10
C -0.133315 -3.094840 1.350114 0.055 0.102 -0.059 -0.03
C -1.226940 -3.024874 -5.415867 -0.039 0.109 0.309 -0.22
H 0.942633 4.668225 0.252629 -0.010 0.018 0.109 0.12
H 3.617504 -3.825372 0.897796 0.094 -0.020 -0.009 0.10
C 0.052582 -2.351457 -3.919134 -0.625 -0.100 -0.004 -0.60
C 2.564856 -3.621450 1.026513 0.064 -0.002 -0.046 -0.07
C -0.215087 -1.566421 -1.604062 -0.574 -0.026 -0.343 -0.37
N 0.860482 0.069511 -0.160644 -0.031 -0.147 -0.117 -0.13
C 0.307816 1.176292 -0.924225 0.045 0.261 -0.226 -0.16
H -0.648595 1.516859 -0.491183 0.088 -0.100 -0.081 0.12
H -3.265345 -2.164683 -2.268778 -0.013 0.003 0.010 0.12
```
Forces are in eV/Å.

# 4
Below is a structure of composition C22H23N6O3PtS4Se, with properties calculated with ωB97M-V/def2-TZVPD.

As for the multiplicity: 1. The total charge is +1. The HOMO-LUMO gap is 5.8 eV.

Structure (XYZ):
```
60
Properties=species:S:1:pos:R:3:forces:R:3:lowdin_charge:R:1
H 0.270870 -1.747571 4.056612 -0.045 0.174 0.033 0.10
S -1.384649 3.123884 1.179064 0.466 -0.340 -0.546 0.63
N -0.820042 1.606342 1.450989 -0.186 -0.511 2.667 -0.28
C -0.453702 0.135672 -4.345670 -0.123 0.188 -0.019 -0.44
H 0.319115 -3.268734 -1.065333 -0.114 -0.007 -0.007 0.06
O -0.937437 3.180402 -0.236207 0.208 0.722 -0.043 -0.42
C -3.804415 3.252394 2.384389 0.195 0.073 -0.287 -0.06
C 0.196025 -3.037552 1.096753 -0.517 -0.115 -0.378 -0.36
C -1.326847 2.203060 -3.427804 0.026 0.037 0.122 -0.01
C 2.927715 -2.727409 0.663082 0.411 -0.533 -0.130 -0.46
H 3.716449 -3.094545 2.660772 -0.012 -0.051 -0.072 0.09
H -0.688281 -2.407121 1.207367 -0.096 0.019 0.097 0.08
N -7.246564 2.806770 1.200035 0.556 0.086 0.069 0.13
C -1.303659 1.064406 4.950094 -0.316 0.608 -0.441 -0.08
H -1.132271 -0.440990 -6.320631 -0.017 0.084 0.096 0.12
S 0.582850 -1.174088 -3.904676 0.176 -0.393 -0.432 1.13
C 3.449983 -3.652916 1.760726 -0.178 -0.010 0.254 -0.09
H -1.757942 1.604230 5.779840 0.073 -0.075 -0.155 0.12
H -0.590232 -0.605784 6.127221 -0.042 0.055 -0.142 0.11
Pt -0.275560 1.022460 -0.362476 -1.438 2.075 1.231 1.13
C -0.195055 -0.760339 4.011600 0.129 -0.114 -0.463 -0.13
Se -4.201223 -0.325885 -2.233741 0.263 0.058 0.092 0.59
H 4.343482 -4.166781 1.404614 -0.079 0.084 -0.042 0.10
C -3.099597 3.095091 1.182924 -0.738 -0.037 -0.029 -0.31
H -7.754078 2.641915 0.354921 -0.035 -0.043 -0.113 0.10
H 2.664688 -3.261630 -0.251679 0.208 -0.076 0.210 0.06
H -7.762313 2.854953 2.056328 -0.015 0.024 0.052 0.10
C -5.877197 2.913943 1.193009 -0.553 -0.038 0.031 -0.30
H -3.264590 3.463834 3.296190 -0.004 -0.039 -0.006 0.11
S 1.499904 -1.842534 1.227477 -0.084 -0.085 1.457 1.13
C 0.135019 -3.870992 -0.177650 0.132 -0.147 0.011 -0.09
H -2.616819 1.524773 -6.504764 0.057 0.010 0.105 0.12
N -1.408843 1.640987 3.745103 0.133 -0.175 0.958 0.15
C -5.163276 2.799138 -0.003300 -0.108 0.044 -0.250 -0.03
H -2.708772 3.212915 -4.688996 0.061 -0.099 -0.010 0.12
H 3.637895 -1.934882 0.418006 0.233 -0.167 0.113 0.09
C -2.071906 2.342525 -4.576551 0.058 -0.133 -0.237 -0.05
O 1.255128 -0.781012 0.010835 -1.832 0.130 5.551 -0.84
C -0.677604 -0.153236 5.146813 0.024 -0.135 0.242 -0.04
C -5.176214 3.157955 2.381707 -0.100 0.043 0.276 -0.02
N 0.266345 0.679814 -2.203243 -0.771 0.249 -1.480 -0.18
H 0.301867 -3.651535 1.999068 -0.003 0.147 -0.006 0.11
C 0.895671 -0.435941 -2.405502 -0.355 0.173 -0.955 -0.90
H -3.250745 2.799240 -0.948727 -0.038 -0.074 0.103 0.09
C -1.192302 0.289321 -5.520795 0.125 -0.157 -0.019 -0.07
H 2.715277 -4.419268 2.032148 0.117 0.119 -0.081 0.08
S 1.998356 -1.096390 -1.279491 3.406 -0.836 -6.150 0.97
C -3.790999 2.879648 -0.012455 0.145 0.005 0.130 -0.07
H -5.729491 3.292229 3.309013 0.098 -0.037 -0.141 0.12
N -1.702078 -0.441623 -0.664768 -0.618 -0.420 -0.428 -0.09
C -0.526236 1.066282 -3.304866 0.428 -0.582 0.039 -0.27
H 0.845097 -4.701887 -0.160597 -0.051 0.109 0.001 0.09
C -0.827356 0.992022 2.749245 -0.548 1.345 -2.573 -0.42
O -0.901403 4.123928 2.060307 0.202 0.056 0.448 -0.24
H -5.702291 2.660246 -0.935269 0.084 -0.075 0.086 0.11
C -2.704882 -0.333081 -1.299917 0.571 -0.392 0.421 -0.93
C -2.012139 1.387846 -5.615084 -0.094 0.290 0.178 -0.05
H -1.342007 2.956727 -2.651936 -0.035 -0.076 0.108 0.10
H -0.865662 -4.293250 -0.270873 0.037 0.042 0.052 0.10
N -0.262795 -0.195306 2.800937 0.521 -1.077 0.403 0.07
```
Forces are in eV/Å.